(1)
The following is a quantum chemistry calculation of 7 unconnected molecules or ions with the total composition C32H46BrN9O3PS3 at a distorted geometry, from OMol25.

Cartesian coordinates (Å):
C  -3.43  2.60  3.93
C  -1.25  2.96  3.52
C  2.47  -5.16  -6.27
C  2.69  -0.67  -12.06
H  -0.80  -1.66  2.14
C  6.91  -0.57  -1.04
H  -3.82  1.85  1.86
S  1.21  -1.20  -0.07
H  4.38  0.53  -0.29
H  7.66  -0.69  -1.83
C  3.71  -0.35  -0.36
H  -1.58  -3.64  5.74
H  -8.17  1.54  4.24
C  1.97  0.71  -1.75
H  4.82  4.07  3.20
H  4.57  2.49  2.39
H  0.11  -0.41  -0.06
H  -4.38  2.55  4.42
H  5.36  3.84  1.52
Br  1.29  3.08  -3.06
H  -1.59  -3.86  3.05
H  3.75  -0.85  0.62
H  -10.13  -1.12  6.83
C  -9.97  -0.58  5.92
H  3.33  -5.80  -8.24
C  1.69  2.77  0.54
C  -1.31  -3.03  3.67
H  -0.71  -1.13  6.29
O  0.57  2.41  0.45
H  2.72  -1.82  -9.10
N  2.08  2.02  -1.76
P  2.33  -0.30  -4.24
H  -8.22  0.46  6.49
C  -3.62  1.25  7.72
H  -10.30  0.60  2.86
H  1.45  1.17  -11.74
H  -1.36  2.28  1.53
N  -8.90  0.27  5.78
N  -0.89  -1.85  3.12
N  -4.22  0.76  6.59
C  -10.01  0.34  3.87
C  1.87  -0.12  -10.04
S  4.30  -1.50  -1.63
C  -8.92  0.84  4.54
N  2.58  -1.29  -9.94
C  2.52  -3.94  -5.65
C  3.08  -1.63  -11.17
C  3.63  -3.75  -7.58
S  3.69  0.96  -4.74
H  -4.42  1.67  9.71
H  0.88  -0.78  -2.51
C  4.58  3.57  2.25
C  3.18  -5.03  -7.50
N  -1.84  2.45  2.39
H  -11.57  -1.12  4.54
N  1.37  0.06  -2.82
C  1.92  0.29  -11.34
C  -5.54  0.51  6.84
H  6.38  0.37  -1.27
C  -2.20  3.06  4.49
C  2.66  2.76  -0.65
O  2.20  3.18  1.71
H  -6.17  0.11  6.06
C  -3.17  2.24  2.63
C  3.29  4.10  1.72
C  -0.60  -0.95  4.12
C  -1.29  -2.89  5.03
C  -0.84  -1.57  5.31
H  1.39  0.31  -9.17
H  -3.75  0.60  5.71
H  -0.26  0.04  3.89
C  -5.80  0.85  8.14
O  3.09  5.19  1.36
H  7.44  -0.43  -0.09
H  4.21  -3.25  -8.34
H  2.92  -0.65  -13.11
H  3.67  -2.52  -11.30
H  1.35  -0.52  -5.22
H  2.86  -1.57  -3.98
C  5.97  -1.79  -0.97
H  2.12  -3.62  -4.70
H  1.99  -6.04  -5.89
H  -2.58  1.50  7.73
H  -6.75  0.77  8.64
H  2.79  3.80  -0.98
C  -4.58  1.32  8.70
H  -2.05  3.42  5.50
H  6.38  -2.63  -1.54
N  3.23  -3.08  -6.45
H  3.64  2.39  -0.35
H  5.84  -2.12  0.07
H  3.44  -2.12  -6.25
C  -10.67  -0.56  4.75
N  2.32  0.04  -0.58
H  -0.20  3.20  3.53

The calculated total energy is -6075.04808 hartree. Its HOMO energy is -9.23 eV. The orbital gap is 4.22 eV. Its largest force on an atom is 2.11 eV/Å. As for the charge: +1.

Löwdin population analysis, charges in e, atoms 1 to 8: -0.119, -0.150, -0.093, -0.106, 0.097, -0.139, 0.106, 0.908



(2)
The following is a quantum chemistry calculation of a molecular structure, C32H46N11O2PdS, from OMol25.

Cartesian coordinates (Å):
O  -2.56  0.60  1.97
H  -1.74  3.96  -0.71
H  -5.37  0.31  -0.79
C  3.80  -0.69  -4.94
C  -2.63  -3.45  3.77
H  -1.17  -2.58  5.93
N  -0.84  -0.89  -2.76
H  -2.46  5.31  1.96
H  -3.97  2.49  -0.65
N  4.83  -0.49  -5.66
C  5.04  0.61  -3.83
H  0.57  -2.87  2.55
C  6.70  3.21  -1.70
H  -1.71  -2.31  -4.02
Pd  -0.51  -0.56  1.38
H  -4.03  3.43  1.47
H  -3.48  -2.33  5.41
H  3.51  -2.74  -6.68
C  5.20  1.92  -0.33
C  2.33  -0.98  0.86
S  -2.40  1.75  0.94
N  -0.44  0.39  -2.61
C  0.26  -1.86  -4.77
H  -6.16  2.30  0.60
C  -2.14  4.78  -0.10
H  4.17  0.33  -1.37
H  -5.38  1.58  2.02
C  -0.16  -3.03  3.36
N  1.43  0.02  1.13
H  -3.15  4.99  -0.44
C  4.86  1.16  -1.44
H  -1.31  -2.49  -1.46
H  -1.54  5.66  -0.31
C  2.20  1.11  1.24
H  6.39  3.56  0.39
C  2.60  -2.51  -6.15
H  1.43  -4.03  -7.09
H  1.44  -0.31  -3.86
C  -1.04  -1.46  -4.11
C  -1.50  -3.45  2.74
H  0.24  -3.86  3.94
O  3.84  -0.03  -3.75
H  -0.02  1.46  -0.87
H  -3.14  1.02  -1.17
H  4.45  2.51  1.61
H  7.42  4.01  -1.80
H  2.06  -2.01  0.69
H  -3.39  -0.18  4.32
H  0.85  -0.30  3.30
H  -1.54  -0.68  -4.68
H  -2.78  -2.67  1.28
C  -0.33  0.54  -1.33
H  -2.95  3.01  2.81
H  -4.33  -1.27  3.54
H  -0.64  -3.48  -5.87
H  -2.87  -0.83  2.92
H  1.88  2.12  1.42
N  -1.81  -2.56  1.58
H  -4.47  -0.26  0.61
H  0.67  -1.78  4.87
C  1.43  -1.15  -4.54
N  3.56  -0.56  0.81
C  6.11  2.96  -0.47
C  -4.85  0.64  0.12
N  -3.36  -1.05  3.79
N  -0.67  -0.59  -0.62
C  4.68  1.60  1.05
C  -2.11  4.45  1.39
H  -1.25  -2.88  0.80
H  -6.71  0.76  1.21
H  5.41  1.03  1.62
C  -5.83  1.36  1.04
C  6.37  2.44  -2.81
C  5.43  1.43  -2.68
N  5.66  0.38  -4.92
H  6.82  2.63  -3.77
C  -0.99  -1.47  -1.58
N  3.46  0.76  1.04
C  0.27  -2.91  -5.68
H  -0.54  0.27  3.90
C  1.43  -3.22  -6.37
H  -1.08  4.25  1.71
C  -1.41  -1.80  5.20
H  -3.59  -3.71  3.31
H  -1.47  -0.87  5.77
C  -2.76  -2.18  4.61
C  -0.21  -1.78  4.24
N  -0.14  -0.53  3.40
C  2.59  -1.47  -5.22
C  -3.67  1.49  -0.34
H  -2.41  -4.27  4.47
H  -1.39  -4.48  2.40
C  -3.00  3.26  1.75

The calculated total energy is -2524.96823 hartree. Its HOMO energy is -14.35 eV. The orbital gap is 5.22 eV. Its largest force on an atom is 0.88 eV/Å. As for the charge: +3.

Löwdin population analysis, charges in e, atoms 1 to 8: -0.656, 0.061, 0.126, -0.296, -0.081, 0.152, -0.081, 0.126